# C51H86BN3O34P

A 10-piece molecular cluster, C51H86BN3O34P overall (ωB97M-V/def2-TZVPD, the OMol25 dataset).

strongest force on any atom = 3.8 eV/Å
charge = +1
LUMO energy = -2.3 eV
multiplicity = 1
frontier orbital gap = 0.31531 hartree

Geometry as XYZ:
```
176
Properties=species:S:1:pos:R:3:forces:R:3:mulliken_charge:R:1
C 5.31799 0.62360 0.80204 0.113 -0.611 -0.144 -0.69
C 4.46912 0.09393 1.98662 0.319 1.239 -0.935 -0.23
C 3.38534 1.16248 2.35575 0.869 -1.087 0.234 -0.23
C 1.97495 0.68960 1.94890 0.558 -0.068 0.718 -0.52
O 1.15484 1.67123 1.32302 -0.566 0.803 -0.318 -0.06
C 1.37672 1.71912 -0.07608 -0.224 -2.235 2.006 -0.62
C 0.52855 0.58845 -0.68934 0.188 0.640 -1.130 -1.32
N -0.84892 1.02102 -0.95367 0.723 -0.175 -1.324 0.86
P -1.71401 0.31919 -2.23410 -2.141 0.171 0.144 -0.09
N -0.95835 -1.23579 -2.36759 -0.161 0.752 -0.619 -0.65
O -1.28881 0.97700 -3.72597 1.034 -0.271 0.552 -0.71
C -1.33618 2.20461 -0.26964 0.263 -0.651 1.084 -1.68
C -2.82712 2.48006 -0.50916 -0.733 0.201 0.344 -0.91
C -3.75779 1.42628 0.16843 1.117 0.704 0.629 -1.16
C -4.94811 2.06573 0.92369 -0.237 -1.381 -1.034 -0.45
C -6.22104 2.04282 0.02214 0.119 0.588 0.850 -1.42
C -7.22534 1.00848 0.51071 -0.140 0.453 -0.030 0.26
O -6.92019 -0.30141 -0.00782 0.148 0.429 0.192 -0.37
C -7.56183 -1.25657 0.76073 3.418 0.296 1.476 0.66
C -6.75789 -1.74678 1.95090 -0.354 0.448 -0.456 -0.91
O -8.61875 -1.65089 0.49535 -3.423 -0.968 -1.255 -0.53
C -0.39210 3.49777 -0.35843 -2.420 0.133 0.607 2.17
C -0.56035 4.15438 1.03584 -0.001 0.824 0.726 -0.64
C -0.49225 5.68798 1.15346 0.387 0.266 -0.391 -1.35
C -1.04248 4.41891 -1.42003 1.450 0.127 -0.308 -1.76
C -0.26985 5.62367 -1.96578 0.849 -0.957 1.979 -0.49
O -0.47138 6.01131 -3.05234 -0.666 0.935 -2.746 -0.50
N 1.03735 3.07579 -0.67593 0.675 -0.421 0.084 1.36
C 1.23967 2.88434 -2.14951 -0.279 0.052 -1.964 -1.86
O 2.40160 2.15295 -2.41889 -0.059 0.297 0.439 -0.20
C 2.71602 2.24210 -3.82182 -0.171 -0.506 -0.490 -0.32
C 3.33353 0.91926 -4.31236 -0.018 0.809 -0.132 -1.35
B 2.11298 4.04713 -0.15659 1.608 2.060 0.197 -0.46
O 2.41428 4.13749 1.16090 -0.358 -1.459 -0.083 -0.79
C 3.00647 5.02069 -1.05050 0.179 -0.286 -0.882 -0.33
C 4.38106 4.34275 -1.45088 -0.828 -0.338 0.931 -0.52
H 4.71697 1.17547 0.06585 0.037 -0.022 0.118 -0.09
H 5.77766 -0.20882 0.25746 -0.015 0.073 0.103 0.14
H 6.14440 1.25686 1.13959 -0.238 0.129 -0.004 0.35
H 5.17811 -0.05373 2.79948 -0.326 -0.306 0.133 0.20
H 4.03910 -0.85698 1.67350 -0.035 -0.016 0.426 0.17
H 3.70946 2.09306 1.88810 -0.433 0.060 0.042 -0.11
H 3.45703 1.29003 3.43876 -0.395 0.333 -0.109 0.62
H 1.44579 0.38129 2.85264 -0.153 0.114 -0.173 0.50
H 2.09178 -0.22435 1.35178 -0.277 0.285 -0.249 0.31
H 2.45028 1.51022 -0.14602 -0.134 0.406 -0.994 0.61
H 0.98895 0.30085 -1.64016 -0.065 -0.064 0.170 0.48
H 0.52452 -0.30979 -0.07066 0.275 0.310 0.282 0.73
H -1.64235 -1.89146 -1.99254 0.205 0.021 0.208 0.30
H -0.97485 -1.43107 -3.37107 0.337 -0.053 0.119 0.28
H -1.92592 1.66612 -3.95355 -0.045 -0.243 0.021 0.35
H -1.30620 1.93224 0.79706 0.183 0.179 -0.133 0.35
H -3.09972 2.65527 -1.55384 0.151 -0.197 0.010 0.37
H -3.09540 3.41230 0.00118 0.366 0.033 -0.098 0.44
H -3.12644 0.94378 0.92864 -0.133 -0.224 -0.231 0.42
H -4.05850 0.67118 -0.55613 -0.192 -0.002 0.194 0.37
H -4.71124 3.05645 1.32159 0.015 -0.038 -0.179 0.61
H -5.14624 1.40989 1.77856 -0.019 0.261 0.052 0.39
H -5.94721 1.89246 -1.02503 -0.167 -0.014 0.036 0.63
H -6.70434 3.02039 0.11981 -0.112 -0.147 -0.246 0.55
H -8.25359 1.26883 0.22804 0.146 -0.018 -0.138 0.16
H -7.19601 1.01931 1.61001 -0.070 -0.284 -0.384 -0.22
H -6.65629 -0.90550 2.64248 0.157 -0.171 0.048 0.25
H -5.76665 -2.07934 1.64333 -0.059 0.050 0.069 0.32
H -7.31347 -2.54435 2.43416 0.134 0.010 0.019 0.37
H -1.56785 3.90023 1.37892 0.071 -0.165 -0.230 0.56
H 0.08714 3.75080 1.81711 0.121 -0.314 -0.476 0.12
H -1.26121 6.21736 0.58185 -0.006 -0.185 0.041 0.45
H -0.62073 5.99675 2.19264 0.029 -0.194 -0.038 0.46
H 0.46666 6.10670 0.82318 -0.061 -0.109 0.155 0.15
H -1.92941 4.88689 -0.99634 -0.154 -0.438 0.046 0.73
H -1.30464 3.81149 -2.28897 -0.251 0.310 -0.020 0.48
H 0.51596 6.14871 -1.38339 -0.295 -0.272 0.473 0.43
H 0.38279 2.37709 -2.61113 -0.041 -0.098 0.596 0.82
H 1.30901 3.82777 -2.70387 -0.089 0.296 0.762 1.43
H 1.79915 2.43022 -4.39690 0.001 0.003 0.253 0.36
H 3.37292 3.10010 -4.00301 -0.018 -0.106 0.201 0.36
H 2.72860 0.50678 -5.11955 0.050 -0.098 0.124 0.32
H 4.31688 1.14423 -4.72737 0.050 -0.414 0.141 0.44
H 3.39889 0.19023 -3.50537 0.121 0.079 -0.063 0.28
H 3.36948 4.25348 1.27004 -0.270 0.606 0.197 0.37
H 2.48078 5.42622 -1.92160 0.317 -0.160 -0.072 0.31
H 3.29664 5.90210 -0.47228 -0.470 -0.111 0.242 0.42
H 5.21725 4.94373 -1.09686 -0.023 0.133 -0.411 0.33
H 4.44609 3.40637 -0.88122 0.284 -0.077 -0.376 -0.02
H 4.44471 4.10825 -2.50867 0.159 0.101 0.085 0.22
C 3.02001 -2.86253 -6.22262 -0.338 0.044 -0.085 -0.28
C 3.72871 -4.19540 -6.20029 -0.177 -0.328 -0.034 -0.37
O 5.10129 -3.82002 -6.32278 -0.116 0.320 0.094 -0.33
C 5.22483 -2.54348 -5.88026 0.195 -0.004 -0.006 0.57
O 6.25734 -1.98927 -5.69276 -0.078 0.018 0.045 -0.51
O 4.00190 -1.97874 -5.67592 0.128 -0.226 -0.051 -0.20
H 2.11429 -2.85608 -5.61952 0.106 0.137 0.106 0.28
H 2.77506 -2.53447 -7.23487 0.052 -0.023 0.000 0.28
H 3.59147 -4.72733 -5.25656 0.015 0.048 0.008 0.26
H 3.43052 -4.84582 -7.01924 0.204 0.018 -0.048 0.31
C 7.68895 -2.29857 3.90191 0.353 0.414 0.228 -0.42
C 7.53029 -3.77242 4.13967 0.489 -0.338 0.234 0.11
O 6.20772 -4.02728 3.65756 -0.232 0.452 -0.243 -0.31
C 5.90223 -3.06039 2.76489 0.154 -0.025 0.051 0.75
O 4.93988 -3.07836 2.05843 0.101 0.041 -0.017 -0.60
O 6.83537 -2.06714 2.77466 -0.476 -0.472 0.054 -0.22
H 8.71501 -2.02144 3.67321 -0.090 0.017 -0.236 0.23
H 7.33451 -1.69348 4.74048 -0.080 -0.029 -0.034 0.25
H 8.23855 -4.36686 3.56265 -0.018 0.057 -0.026 -0.07
H 7.61702 -4.04090 5.19018 -0.213 -0.079 -0.032 0.39
C 9.86781 -1.95114 -1.32138 0.000 0.048 -0.411 -0.41
C 9.18013 -0.90028 -0.48329 -0.108 0.311 -0.166 -0.29
O 8.99181 -1.57410 0.76364 0.216 -0.128 -0.095 -0.23
C 9.91628 -2.56155 0.84137 -0.037 -0.111 0.016 0.51
O 10.13196 -3.19943 1.82452 -0.202 0.061 -0.087 -0.35
O 10.55768 -2.72782 -0.33829 -0.166 0.102 0.282 -0.34
H 10.56472 -1.52914 -2.04142 0.143 -0.121 0.117 0.32
H 9.16176 -2.59650 -1.84722 -0.007 0.001 0.052 0.28
H 9.80411 -0.01968 -0.31714 0.034 -0.050 0.013 0.27
H 8.22696 -0.58450 -0.90196 -0.076 -0.093 0.183 0.24
C 12.72811 -3.38738 3.14488 -0.191 0.090 0.041 0.14
C 13.32116 -4.77053 3.05671 -0.205 -0.318 -0.031 -0.29
O 14.70312 -4.50024 2.80698 -0.063 0.303 0.106 -0.36
C 14.97422 -3.25287 3.27514 0.133 0.024 0.013 0.58
O 16.06401 -2.79157 3.37122 -0.065 -0.013 -0.013 -0.52
O 13.82928 -2.60396 3.61709 0.204 -0.267 -0.045 -0.38
H 11.88990 -3.33195 3.83429 0.092 0.138 0.052 0.23
H 12.41496 -3.00675 2.17616 0.071 -0.021 -0.004 0.02
H 13.23362 -5.32557 3.99299 0.021 0.041 0.006 0.27
H 12.88867 -5.36292 2.25392 0.171 0.008 -0.057 0.27
C -10.32711 -0.89652 -2.75225 -0.054 -0.325 0.222 -0.33
C -9.52481 0.25327 -2.20164 0.254 -0.052 0.403 0.26
O -9.31424 1.07089 -3.35910 -0.262 -0.118 -0.194 -0.35
C -10.30063 0.79047 -4.24516 0.038 0.010 -0.038 0.63
O -10.51307 1.41353 -5.23768 0.031 0.019 0.040 -0.54
O -11.01648 -0.29191 -3.85331 0.188 0.256 -0.046 -0.33
H -11.02955 -1.30502 -2.03058 -0.130 0.062 -0.139 0.29
H -9.69790 -1.70428 -3.13007 0.012 0.050 -0.033 0.30
H -10.07805 0.83152 -1.45812 -0.054 -0.011 -0.059 0.15
H -8.57842 -0.06339 -1.77137 0.052 0.104 -0.132 -0.05
C 6.14100 -7.39494 2.75116 -0.404 0.072 -0.013 -0.37
C 6.77308 -8.76054 2.62924 -0.200 -0.292 -0.010 -0.37
O 8.14137 -8.44745 2.36139 -0.057 0.293 0.091 -0.34
C 8.38230 -7.20338 2.84412 0.180 -0.020 0.004 0.55
O 9.45941 -6.70826 2.93223 -0.093 0.033 0.021 -0.50
O 7.22677 -6.59114 3.21714 0.246 -0.405 -0.126 -0.18
H 5.31376 -7.37373 3.45670 0.120 0.154 0.091 0.31
H 5.79857 -7.00233 1.79167 0.046 -0.003 0.003 0.28
H 6.71748 -9.33286 3.55740 0.025 0.046 0.007 0.25
H 6.34656 -9.35264 1.82282 0.199 0.008 -0.071 0.30
C -7.99584 4.60872 3.03761 -0.138 0.326 -0.162 -0.39
C -7.48755 4.66152 4.45784 0.044 0.321 0.179 -0.37
O -7.59184 3.29813 4.87565 -0.007 -0.068 -0.311 -0.36
C -7.56454 2.52237 3.76689 -0.014 -0.174 0.229 0.55
O -7.46452 1.33665 3.77376 0.025 0.115 0.054 -0.50
O -7.66458 3.27439 2.64178 0.037 0.017 0.196 -0.20
H -7.51460 5.33705 2.38846 0.062 -0.176 -0.103 0.31
H -9.07771 4.73685 2.97320 0.012 -0.044 0.033 0.28
H -6.44153 4.96919 4.51832 -0.005 -0.044 -0.027 0.26
H -8.08375 5.30923 5.09593 -0.033 -0.184 0.105 0.32
C -13.32182 2.93168 -6.61352 0.295 0.193 -0.001 -0.30
C -13.43266 1.51612 -6.10869 0.215 -0.239 0.163 0.05
O -14.84826 1.31293 -6.05489 -0.037 0.308 -0.218 -0.35
C -15.42442 2.18079 -6.92757 -0.135 -0.037 -0.026 0.60
O -16.56824 2.15803 -7.24486 0.069 0.018 0.014 -0.52
O -14.51356 3.07981 -7.38954 -0.098 -0.223 0.154 -0.34
H -12.43777 3.09233 -7.22536 -0.129 0.029 -0.125 0.28
H -13.33249 3.66688 -5.80574 -0.041 -0.031 0.006 0.28
H -12.99809 0.79072 -6.79826 0.004 0.029 0.005 0.22
H -12.98460 1.38337 -5.13040 -0.195 -0.089 0.037 0.05
C -7.90910 -4.57057 5.84256 -0.302 -0.229 0.047 -0.33
C -7.09652 -4.08545 7.01819 -0.104 -0.060 0.352 -0.34
O -5.88755 -3.64081 6.39806 -0.152 0.001 -0.266 -0.34
C -6.17079 -3.34260 5.10508 0.098 0.068 -0.012 0.65
O -5.42625 -2.79019 4.36121 0.025 -0.081 0.113 -0.50
O -7.42044 -3.75833 4.77259 0.244 0.058 0.150 -0.27
H -8.97840 -4.42789 5.97989 0.025 0.125 -0.171 0.30
H -7.71851 -5.61887 5.60470 0.047 0.027 0.000 0.27
H -7.56184 -3.24049 7.52943 0.005 0.012 -0.056 0.26
H -6.89395 -4.86980 7.74376 0.201 0.043 -0.055 0.30
```
Positions in Å, forces in eV/Å.